The following is a quantum chemistry calculation of a 17-piece molecular cluster, C87H168F4N6O25 overall in a non-equilibrium geometry, from the OMol25 dataset.

Positions of all 290 atoms, in Å:
C -27.77640 -37.76168 10.49654
C -27.48947 -37.25410 9.04901
C -28.76374 -37.41317 8.20610
C -29.95533 -36.39170 8.47475
C -29.23818 -34.99393 8.36528
C -28.03843 -34.72183 9.14943
N -27.10021 -35.85127 8.92107
O -25.87984 -35.60940 9.56096
C -27.48267 -33.40644 8.61464
C -28.47000 -34.57773 10.60929
C -26.45247 -38.24174 8.44815
H -28.82384 -37.58951 10.74417
H -27.13255 -37.32884 11.26218
H -27.47309 -38.79794 10.64579
H -28.58636 -37.30100 7.13650
H -29.16598 -38.41760 8.33804
H -30.47581 -36.55329 9.41872
H -30.69100 -36.51011 7.67921
H -30.02309 -34.24763 8.48798
H -28.99619 -34.99361 7.30248
H -27.07516 -33.60263 7.62291
H -28.08813 -32.50609 8.51032
H -26.68466 -33.10537 9.29334
H -29.10080 -33.68989 10.56530
H -29.09850 -35.36322 11.02894
H -27.70484 -34.33301 11.34600
H -26.93450 -39.20675 8.29155
H -25.57453 -38.24344 9.09415
H -26.27649 -37.89965 7.42829
H -25.26798 -35.93013 8.89436
C -30.75388 -34.36380 -1.14497
C -29.98477 -33.12615 -0.70651
C -30.22452 -32.07988 -1.83797
C -29.75186 -30.73640 -1.52679
C -30.55940 -30.15180 -0.40882
C -30.34377 -31.04963 0.86518
N -30.49044 -32.50669 0.54887
O -30.31872 -33.41192 1.61033
C -28.97964 -30.79462 1.52453
C -31.60234 -30.78190 1.74762
C -28.47356 -33.34203 -0.65410
H -30.43726 -34.61022 -2.15844
H -31.84051 -34.28661 -1.18203
H -30.44174 -35.15463 -0.46287
H -29.74518 -32.37557 -2.77118
H -31.29059 -32.00495 -2.05245
H -29.93854 -30.15290 -2.42833
H -28.72211 -30.83165 -1.18235
H -31.61524 -30.09043 -0.67254
H -30.11141 -29.17580 -0.22220
H -28.22007 -30.62038 0.76243
H -28.95907 -29.85077 2.06934
H -28.68280 -31.52188 2.28023
H -31.73756 -31.56712 2.49144
H -31.44676 -29.77252 2.12848
H -32.51442 -30.79591 1.15095
H -28.24575 -34.11530 0.07956
H -27.90181 -32.45716 -0.37443
H -28.02433 -33.72982 -1.56838
H -29.37350 -33.57629 1.64420
C -24.86963 -28.75515 1.07519
C -25.12024 -28.74430 -0.44015
C -26.54101 -28.21127 -0.85876
C -26.80740 -26.73978 -0.68274
C -25.68748 -25.93959 -1.49068
C -24.28183 -26.47319 -1.27013
N -24.17773 -27.95402 -1.27376
O -22.92815 -28.33814 -1.24130
C -23.52606 -26.06680 -2.58016
C -23.69145 -25.78349 0.00306
C -25.17004 -30.20508 -0.93191
H -23.79361 -28.88609 1.18984
H -25.56926 -29.42165 1.57956
H -25.23402 -27.82171 1.50416
H -26.66697 -28.43781 -1.91749
H -27.37640 -28.71850 -0.37613
H -26.77775 -26.48609 0.37691
H -27.78243 -26.46682 -1.08637
H -25.84328 -24.94492 -1.07298
H -25.97740 -25.95436 -2.54131
H -23.53068 -24.98091 -2.67457
H -22.48973 -26.40458 -2.58626
H -23.97678 -26.46600 -3.48878
H -23.82054 -24.70254 -0.05147
H -24.14815 -26.27647 0.86125
H -22.68027 -26.12760 0.22033
H -24.20945 -30.71814 -0.88555
H -25.56558 -30.34160 -1.93839
H -25.90672 -30.65995 -0.26972
H -22.70059 -28.39742 -2.17205
C -23.24649 -27.93197 13.70186
C -22.72293 -26.58705 12.99006
C -23.18771 -26.67627 11.55088
C -23.17118 -25.44362 10.68605
C -23.74764 -24.25848 11.51597
C -23.18574 -23.99008 12.92784
N -23.32560 -25.31109 13.58964
O -23.00670 -25.23093 14.93654
C -21.84757 -23.33000 13.01839
C -24.17188 -22.96936 13.50534
C -21.17292 -26.56804 12.97789
H -23.03097 -27.93265 14.77034
H -22.78803 -28.84935 13.33265
H -24.31321 -28.15347 13.66809
H -22.51559 -27.32696 10.99146
H -24.13795 -27.20953 11.52317
H -23.65395 -25.56291 9.71611
H -22.15257 -25.18774 10.39438
H -24.79815 -24.54304 11.45635
H -23.62773 -23.37248 10.89250
H -21.46739 -23.00208 13.98588
H -21.08376 -24.02733 12.67425
H -21.91641 -22.43867 12.39477
H -24.05917 -22.00210 13.01566
H -25.19551 -23.31410 13.35889
H -24.00046 -22.76216 14.56165
H -20.83668 -26.23469 13.95968
H -20.77384 -25.99823 12.13875
H -20.81040 -27.59529 12.93987
H -22.07473 -25.00737 14.88126
C -24.37701 -29.66429 8.14382
C -25.68242 -28.84848 7.93592
C -25.40607 -27.36431 8.13458
C -24.73790 -26.58023 7.01171
C -25.54718 -26.75217 5.71669
C -25.81821 -28.21556 5.33904
N -26.24989 -28.98085 6.53409
O -26.64243 -30.28073 6.21886
C -27.01721 -28.18253 4.28997
C -24.48069 -28.81298 4.72555
C -26.81430 -29.22107 8.95931
H -23.72438 -29.43297 7.30199
H -24.53082 -30.74333 8.13277
H -23.89265 -29.36710 9.07396
H -26.31404 -26.84966 8.44893
H -24.71827 -27.26498 8.97432
H -23.68583 -26.71147 6.75866
H -24.84973 -25.53384 7.29570
H -25.02984 -26.26216 4.89186
H -26.46464 -26.16949 5.63394
H -26.95187 -27.38072 3.55449
H -27.13021 -29.16996 3.84241
H -27.91274 -27.92200 4.85411
H -23.64076 -28.64856 5.40052
H -24.68988 -29.80544 4.32633
H -24.28077 -28.32964 3.76925
H -27.20593 -30.21923 8.76333
H -27.65537 -28.53773 9.07657
H -26.21536 -29.38897 9.85439
H -25.78751 -30.66532 6.01194
C -32.89675 -23.35311 9.99798
C -31.42793 -23.73863 10.28440
C -31.41297 -25.06600 11.09578
C -31.64343 -26.27379 10.30010
C -30.68715 -26.41815 9.10318
C -30.64081 -25.19417 8.20367
N -30.58842 -23.93170 9.04854
O -30.32554 -22.84761 8.26683
C -29.29074 -25.37288 7.38536
C -31.85751 -25.22400 7.31185
C -30.68378 -22.68794 11.25509
H -33.43835 -24.12230 9.44741
H -33.06445 -22.48280 9.36352
H -33.49596 -23.30266 10.90709
H -30.52163 -25.05829 11.72311
H -32.24371 -25.21709 11.78509
H -32.68465 -26.15762 9.99930
H -31.65563 -27.25678 10.77093
H -30.89901 -27.36502 8.60653
H -29.69613 -26.51520 9.54655
H -29.12851 -24.42696 6.86863
H -28.34251 -25.51298 7.90433
H -29.45370 -26.12203 6.61055
H -32.80516 -25.50522 7.77117
H -32.06065 -24.30741 6.75804
H -31.76291 -25.97227 6.52494
H -29.69987 -23.01045 11.59570
H -31.33864 -22.48192 12.10174
H -30.57923 -21.70268 10.80074
H -29.42377 -22.64619 8.52730
C -20.63804 -29.54961 3.08768
C -19.84699 -28.65380 2.17074
O -18.64025 -28.57624 2.25531
C -20.64095 -27.71714 1.25118
H -20.26932 -29.73228 4.09703
H -20.66773 -30.52963 2.61145
H -21.65907 -29.16805 3.08317
H -21.18059 -26.96839 1.83106
H -21.35599 -28.29920 0.66978
H -20.03672 -27.21347 0.49665
C -26.61538 -22.53481 2.17298
C -26.88433 -23.97001 2.61113
O -26.04341 -24.80516 2.70538
C -28.30683 -24.44750 2.85145
H -27.45216 -22.26626 1.52817
H -25.64818 -22.50743 1.67111
H -26.57630 -21.85206 3.02176
H -28.28276 -24.49270 3.94024
H -28.51640 -25.47260 2.54592
H -29.11369 -23.82145 2.47048
C -28.97819 -30.51657 11.68981
C -28.84667 -31.02852 13.11874
O -27.78441 -30.98643 13.74037
C -30.08954 -31.66331 13.75326
H -29.95363 -30.53200 11.20363
H -28.25808 -31.18785 11.22191
H -28.50234 -29.53757 11.63293
H -30.39904 -30.96311 14.52917
H -29.81906 -32.65287 14.12165
H -30.93359 -31.77726 13.07305
C -23.26598 -22.17148 3.38761
C -22.96947 -23.20198 4.51338
O -23.05868 -22.97708 5.69702
C -22.73782 -24.68259 4.08038
H -22.38758 -22.23725 2.74560
H -23.45030 -21.15182 3.72588
H -24.02235 -22.56606 2.70914
H -21.78328 -24.69764 3.55433
H -23.46208 -24.95997 3.31448
H -22.64942 -25.40860 4.88858
C -27.65525 -33.33138 4.88234
C -27.61210 -34.49827 3.96109
O -27.74277 -34.32120 2.78651
C -27.50559 -35.91682 4.58777
H -28.08817 -32.42928 4.45001
H -26.66607 -33.14948 5.30247
H -28.34342 -33.52328 5.70556
H -27.98360 -36.60709 3.89270
H -28.05974 -35.95817 5.52548
H -26.47400 -36.19483 4.80373
C -26.71660 -21.93448 11.15273
C -27.28479 -22.26970 9.78863
O -28.09986 -21.59201 9.28451
C -26.76458 -23.66892 9.31191
H -25.65533 -22.17746 11.10020
H -27.18019 -22.41739 12.01295
H -26.88222 -20.87386 11.34182
H -26.99652 -23.71646 8.24793
H -27.17626 -24.56133 9.78332
H -25.70641 -23.67257 9.57338
C -21.43569 -27.94504 8.25858
C -20.41322 -27.89207 9.36867
O -19.85178 -26.82535 9.54129
C -20.15647 -29.14709 10.09741
H -22.46384 -27.89723 8.61737
H -21.44381 -28.92728 7.78609
H -21.27604 -27.09341 7.59727
H -20.86286 -29.96862 9.97823
H -20.09134 -28.89722 11.15639
H -19.29418 -29.75931 9.83333
C -28.25672 -27.25214 13.70689
C -27.21805 -26.87374 12.64258
O -27.02732 -25.54266 12.97605
C -28.07698 -25.08243 13.59510
O -28.30701 -23.90392 13.71433
O -28.77151 -26.08304 14.17108
F -27.80993 -27.02399 11.44650
H -27.76875 -27.74352 14.54864
H -28.98820 -27.98632 13.36923
H -26.35602 -27.53143 12.75409
C -29.67704 -30.09421 5.32545
C -29.74800 -29.03481 6.37888
O -30.68288 -29.66724 7.22269
C -30.61322 -30.96938 7.10163
O -31.34959 -31.74573 7.74861
O -29.91858 -31.25234 6.03735
F -30.48568 -27.97113 5.90104
H -28.71697 -30.12106 4.81004
H -30.48086 -29.95281 4.60298
H -28.75756 -28.78991 6.76248
C -21.04935 -32.42628 6.70381
C -20.67271 -32.49828 5.29943
O -21.90709 -32.47387 4.60590
C -22.89235 -32.01912 5.40778
O -24.08062 -31.83698 5.10284
O -22.33924 -31.83393 6.66658
F -20.10371 -33.68416 4.94287
H -20.39462 -31.76775 7.27457
H -20.94724 -33.40317 7.17643
H -20.00574 -31.70286 4.96693
C -23.45443 -33.63198 10.82193
C -24.53803 -33.35098 11.82408
O -24.38253 -32.00350 12.00478
C -23.22933 -31.60533 11.42399
O -22.89198 -30.40552 11.32659
O -22.49297 -32.58655 11.07440
F -24.39002 -33.96963 13.03466
H -23.77765 -33.65626 9.78123
H -22.94399 -34.55417 11.09964
H -25.49840 -33.50486 11.33203

Calculated values
E = -163929.233 eV